# 1
9
Properties=species:S:1:pos:R:3 method="wB97M-V/def2-TZVPD" homo_ev="-9.07 / -8.07" e_above_lowest_kcal_mol=67.0 gap_ev="8.53 / 6.65" e_lumo_ev="-0.541 / -1.424"
C 0.46517 0.31996 -0.69978
P -0.63294 0.84504 -2.04673
P -0.55545 -1.34593 2.01360
Cl 2.06271 0.89011 -0.87757
H 0.43872 -0.69365 -0.45642
H -1.85432 0.72191 -1.46028
H -0.32160 2.20603 -1.86869
H 0.39374 -0.48428 2.50568
H 0.00398 -2.45919 2.89019

# 2
9
Properties=species:S:1:pos:R:3 method="wB97M-V/def2-TZVPD" multiplicity=3 homo_ev="-4.99 / -10.64" e_above_lowest_kcal_mol=0.0 gap_ev="5.90 / 8.04" e_lumo_ev="0.907 / -2.594"
C 0.76970 -0.23884 0.18916
N -0.25604 -0.87228 -0.23006
N 1.10801 1.00921 -0.14701
F -2.91691 0.01946 -0.00594
H 1.68576 -0.79655 0.79460
H -2.21048 -0.43040 -0.51825
H -0.19342 -1.83340 -0.05896
H 1.74594 1.60272 0.46618
H 0.26743 1.54007 -0.48972

# 3
11
Properties=species:S:1:pos:R:3 method="wB97M-V/def2-TZVPD" homo_ev="-9.28 / -9.32" e_above_lowest_kcal_mol=68.8 gap_ev="8.69 / 8.91" e_lumo_ev="-0.592 / -0.404"
C 0.71215 -0.39369 0.09937
N 1.84982 -0.80624 -0.18508
N -0.22950 -1.27211 0.47420
N -1.73108 0.89398 -0.15317
N 0.40835 0.93433 -0.19770
F 1.02271 1.78665 0.69479
H 2.67733 -0.24909 -0.39575
H -0.24763 -2.23229 0.23679
H -1.11325 -0.92931 0.89990
H -1.86567 1.89018 -0.36428
H -1.48321 0.37760 -1.10907

# 4
10
Properties=species:S:1:pos:R:3 method="wB97M-V/def2-TZVPD" homo_ev="-8.47 / -8.47" e_above_lowest_kcal_mol=24.2 gap_ev="7.69 / 7.69" e_lumo_ev="-0.779 / -0.778"
C 0.81454 -1.46674 0.36168
N -0.53727 1.93252 -0.62450
N 0.39098 -0.10878 -0.11017
S -0.52528 0.84319 0.64823
I -2.93132 -0.25030 0.27990
H 0.56962 -1.95584 -0.62723
H 1.83797 -1.32239 0.42886
H 0.38733 -1.92567 1.23144
H -0.16393 2.86753 -0.37794
H 0.15737 1.38647 -1.21029

# 5
10
Properties=species:S:1:pos:R:3 method="wB97M-V/def2-TZVPD" homo_ev=-8.91 e_above_lowest_kcal_mol=17.0 gap_ev=8.55 e_lumo_ev=-0.360 smiles="C[P@@](N)(=S)I"
C 0.30644 1.01018 0.52927
P -1.32524 -0.45686 0.60328
N -0.72494 -1.68653 -0.33903
S -1.73272 -1.06998 2.38988
I -3.18029 0.53220 -0.69506
H 0.53105 1.21189 1.56280
H 1.09360 0.50943 -0.01127
H -0.07805 1.87669 0.00415
H -0.69195 -1.59936 -1.34610
H -0.90426 -2.62422 0.00297

# 6
9
Properties=species:S:1:pos:R:3 method="wB97M-V/def2-TZVPD" homo_ev="-8.21 / -7.56" e_above_lowest_kcal_mol=103.7 gap_ev="6.18 / 4.79" e_lumo_ev="-2.024 / -2.767"
C -0.74671 -0.73609 -0.79979
O -0.84633 -0.05592 0.48419
Si 0.13891 0.91295 1.27498
I 3.52160 -0.47385 -0.10734
H -1.18337 -0.14253 -1.71863
H -1.52155 -1.50919 -0.73733
H 0.18287 -1.06413 -1.20240
H -0.80974 1.41171 2.26896
H 1.26431 1.65705 0.53736